A molecular structure, C4H8CsO2S in a non-equilibrium geometry. Source: the OMol25 dataset; level of theory: ωB97M-V with the def2-TZVPD basis set.

Geometry as XYZ:
```
16
Properties=species:S:1:pos:R:3:mulliken_charge:R:1
Cs 3.406 4.807 2.984 0.995
S 0.677 0.315 0.866 1.043
O 1.468 -0.484 1.800 -0.638
O 0.547 1.799 0.939 -0.666
C -1.015 -0.416 0.961 -0.700
C -0.320 -0.921 -1.320 -0.635
C -1.479 -0.343 -0.556 -0.528
C 0.947 -0.192 -0.885 -0.624
H -1.723 0.674 -0.866 0.312
H -1.607 0.081 1.729 0.416
H -0.227 -2.007 -1.334 0.343
H -0.355 -0.701 -2.387 0.300
H -2.307 -1.026 -0.743 0.309
H -0.889 -1.483 1.146 0.343
H 1.056 0.738 -1.443 0.369
H 1.823 -0.840 -0.891 0.359
```

Its energy above the lowest of the compared OMol25 structures with the same formula, charge and spin is 93.3 kJ/mol. As for the charge: +1. The largest force on an atom comes out at 2.32 eV/A. The gap between HOMO and LUMO is 8.780 eV.


A molecular structure, C18H22ClN3O5S in a non-equilibrium geometry. Source: the OMol25 dataset; level of theory: ωB97M-V with the def2-TZVPD basis set.

Geometry as XYZ:
```
50
Properties=species:S:1:pos:R:3:mulliken_charge:R:1
Cl 0.825 4.397 -0.020 -0.360
S 3.088 -1.435 -0.813 1.363
O -2.714 0.739 -0.607 -0.302
O 4.468 -1.167 -1.572 -0.762
O 2.207 -2.028 -1.880 -0.713
O -0.968 -0.135 1.424 -0.569
O -3.692 0.726 1.657 -0.411
N -4.798 -1.165 -1.371 0.104
N 3.100 -1.963 0.623 0.591
N -0.355 2.056 0.633 -0.220
C 0.666 1.844 -0.017 0.261
C -6.521 -2.062 0.102 -0.900
C 2.585 0.313 -0.750 -0.546
C 3.265 1.442 -1.273 -0.673
C -3.983 -1.117 -2.583 -1.139
C 5.554 -2.373 1.311 -1.602
C 2.242 -2.974 1.154 -0.738
C 1.329 -2.840 2.111 -0.449
C -1.272 1.062 1.426 0.165
C 1.253 0.684 -0.121 0.694
C -4.655 -0.850 -0.103 0.003
C 4.300 -1.659 1.242 -0.560
C -2.702 1.668 1.968 -0.715
C 1.533 2.679 -0.452 0.925
C -5.838 -2.133 -1.194 -0.343
C 2.766 2.812 -0.910 -1.654
C -5.643 -0.964 0.699 -0.241
C -3.619 0.452 -0.054 0.578
H 2.133 -2.624 2.976 0.246
H 1.947 -3.444 0.055 0.397
H 0.793 -3.836 2.289 0.294
H 3.976 -1.376 2.335 0.407
H -6.126 -2.478 -2.077 0.483
H 0.848 -0.474 0.306 -0.374
H 4.165 1.280 -1.485 0.770
H 5.444 -3.304 1.498 0.449
H -4.004 -0.182 -2.816 0.387
H -5.829 -0.807 2.015 0.231
H 4.394 -0.393 1.149 0.293
H -4.249 -1.706 -3.242 0.546
H -2.951 -1.391 -2.192 0.324
H -2.809 2.604 1.402 0.359
H 3.322 3.441 -1.209 0.895
H 3.126 -3.998 1.192 0.303
H 6.373 -2.031 1.815 0.470
H -0.931 3.021 0.698 0.315
H -7.277 -2.561 0.152 0.660
H 0.641 -1.918 1.792 0.029
H 5.963 -2.375 0.181 0.279
H -2.580 1.737 2.959 0.453
```

Its energy above the lowest of the compared OMol25 structures with the same formula, charge and spin is 1930.7 kJ/mol. As for the charge: 0. The largest force on an atom comes out at 16.38 eV/A. The gap between HOMO and LUMO is 8.706 eV.


A single C8H7OP molecule in a non-equilibrium geometry. Source: the OMol25 dataset; level of theory: ωB97M-V with the def2-TZVPD basis set.

Geometry as XYZ:
```
17
Properties=species:S:1:pos:R:3:mulliken_charge:R:1
P -0.707 -1.064 -1.145 0.654
O -0.032 -0.799 -2.440 -0.558
C 0.406 1.387 2.128 -0.539
C 1.400 0.773 -0.434 -0.427
C 2.121 1.605 0.441 -0.490
C 0.336 0.151 0.086 0.122
C -2.671 -2.823 -1.815 -0.504
C 1.577 1.979 1.735 -0.363
C -0.205 0.446 1.304 -0.257
C -1.477 -2.705 -1.333 -0.226
H -3.340 -2.024 -1.726 0.260
H -1.017 -0.248 1.481 0.322
H 2.077 2.716 2.384 0.343
H -0.123 1.768 2.953 0.391
H 1.605 0.566 -1.464 0.527
H 3.025 1.944 0.094 0.443
H -2.977 -3.671 -2.251 0.301
```

Its energy above the lowest of the compared OMol25 structures with the same formula, charge and spin is 308.9 kJ/mol. As for the charge: 0. The largest force on an atom comes out at 3.91 eV/A. The gap between HOMO and LUMO (alpha / beta) is 7.721 / 7.718 eV.


A single C21H24O5 molecule in a non-equilibrium geometry. Source: the OMol25 dataset; level of theory: ωB97M-V with the def2-TZVPD basis set.

Geometry as XYZ:
```
50
Properties=species:S:1:pos:R:3:mulliken_charge:R:1
O -4.756 -4.788 3.562 -0.536
O -2.411 -0.714 -2.996 -0.608
O 6.830 6.751 0.786 -0.509
O -3.646 -2.051 -1.596 -0.267
O -5.427 -4.046 -1.828 -0.592
C 6.213 6.050 0.019 -0.246
C -5.553 -5.424 0.098 -0.572
C 2.886 2.596 -0.818 -0.610
C 0.942 1.224 -0.013 -0.659
C -3.211 -1.078 0.233 -0.684
C -1.472 0.550 -0.271 -0.839
C -4.674 -3.198 0.227 0.595
C -4.514 -3.359 1.663 -0.844
C -5.503 -5.605 1.506 -0.677
C -4.838 -4.544 2.235 0.706
C 2.184 1.218 -0.625 0.722
C 6.404 4.144 1.698 -1.171
C -5.245 -4.202 -0.537 0.020
C 4.927 4.120 -0.585 -0.486
C -0.033 -0.007 -0.233 -0.394
C -2.352 -0.590 -0.682 0.538
C 4.359 2.685 -0.376 -0.444
C -4.241 -1.877 -0.369 0.682
C 5.726 4.740 0.444 0.803
C 2.738 -0.064 -1.358 -1.608
C -2.664 -1.177 -1.908 0.079
H 6.541 3.103 1.478 0.351
H -5.797 -6.234 -0.500 0.494
H 4.924 4.646 -1.600 0.154
H 5.680 4.051 2.476 0.329
H -4.943 -5.683 3.750 0.285
H -1.932 0.956 0.668 0.382
H 4.316 2.438 0.712 0.315
H 3.811 -0.098 -1.465 0.382
H 0.668 2.156 0.523 0.244
H 5.093 1.895 -0.726 0.313
H 0.166 -0.548 -1.162 0.451
H -3.357 -0.699 1.198 0.398
H -4.116 -2.544 2.300 0.210
H -5.846 -6.580 1.889 0.246
H 2.296 3.339 -0.294 0.288
H -1.489 1.478 -1.047 0.322
H -5.176 -1.268 -0.532 0.209
H 7.369 4.693 1.970 0.312
H 2.948 2.755 -1.943 0.318
H -4.628 -3.938 -2.287 0.321
H 2.363 -0.064 -2.384 0.352
H 2.393 -0.969 -0.916 0.394
H 5.939 6.415 -1.015 0.263
H 0.108 -0.657 0.631 0.269
```

Its energy above the lowest of the compared OMol25 structures with the same formula, charge and spin is 432.5 kJ/mol. As for the SMILES: C/C(C=O)=C\CC/C(C)=C/CCC1=C[C@H](c2cc(O)ccc2O)OC1=O. As for the charge: 0. The largest force on an atom comes out at 5.41 eV/A. The gap between HOMO and LUMO is 8.777 eV.


A single C9H11IN2O5 molecule. Source: the OMol25 dataset; level of theory: ωB97M-V with the def2-TZVPD basis set.

Geometry as XYZ:
```
28
Properties=species:S:1:pos:R:3:mulliken_charge:R:1
I -4.499 0.707 0.128 0.137
O -0.788 2.960 0.041 -0.474
O -4.032 -2.360 -0.796 -0.602
O 0.712 0.949 1.304 -0.492
O 3.344 1.019 -0.820 -0.573
O 0.286 -3.055 0.359 -0.654
N -1.849 -2.642 -0.250 -0.050
N -0.525 -0.931 0.589 0.177
C 0.122 2.215 -0.718 -0.947
C 0.753 -0.426 1.159 -0.129
C 1.233 1.588 0.140 -0.047
C -0.625 -2.268 0.248 0.370
C -1.627 -0.124 0.597 -0.445
C -3.016 -1.889 -0.351 0.541
C -2.822 -0.540 0.144 -0.426
C 1.959 -0.714 0.261 -1.062
C 2.043 0.532 -0.637 0.191
H 1.568 0.341 -1.612 0.317
H 3.866 0.373 -1.310 0.349
H -1.472 0.876 0.978 0.724
H 1.908 2.376 0.494 0.468
H 0.856 -0.873 2.156 0.443
H -0.312 3.641 0.531 0.340
H -0.473 1.435 -1.204 0.396
H 1.864 -1.647 -0.285 0.476
H -1.921 -3.614 -0.535 0.239
H 0.596 2.828 -1.497 0.416
H 2.851 -0.755 0.886 0.320
```

Its energy above the lowest of the compared OMol25 structures with the same formula, charge and spin is 6.4 kJ/mol. As for the SMILES: O=c1[nH]c(=O)n([C@H]2C[C@H](O)[C@@H](CO)O2)cc1I. As for the charge: 0. The largest force on an atom comes out at 0.99 eV/A. The gap between HOMO and LUMO is 9.165 eV.


2 unconnected molecules or ions with the total composition C3H6O2 in a non-equilibrium geometry. Source: the OMol25 dataset; level of theory: ωB97M-V with the def2-TZVPD basis set.

Geometry as XYZ:
```
11
Properties=species:S:1:pos:R:3:mulliken_charge:R:1
O 1.636 0.342 -1.097 -0.385
O 3.393 0.567 0.249 -0.499
C -1.997 -0.967 0.176 -0.407
C -1.730 0.326 0.313 -0.541
C 2.228 0.328 0.099 0.256
H -1.599 -1.589 0.970 0.199
H -1.572 0.728 1.308 0.277
H -2.390 -1.461 -0.703 0.249
H 1.514 0.088 0.885 0.311
H -1.853 0.977 -0.548 0.226
H 2.371 0.660 -1.653 0.314
```

Its energy above the lowest of the compared OMol25 structures with the same formula, charge and spin is 152.5 kJ/mol. As for the SMILES: O=CO.C=C. As for the charge: 0. The largest force on an atom comes out at 1.24 eV/A. The gap between HOMO and LUMO is 10.971 eV.


A molecular structure, C20H17F9FeN8O3PS2Se. Source: the OMol25 dataset; level of theory: ωB97M-V with the def2-TZVPD basis set.

Geometry as XYZ:
```
62
Properties=species:S:1:pos:R:3:mulliken_charge:R:1
Se 0.750 2.248 1.134 -0.031
Fe -0.350 0.011 -0.362 1.324
S 0.702 -0.169 2.644 -0.191
S -1.729 -2.569 -0.420 1.195
P -0.216 0.097 -4.354 1.590
F 1.226 -0.590 -4.509 -0.377
F -0.253 -3.377 -2.447 -0.183
F 0.485 1.570 -4.364 -0.392
F -0.001 0.083 -2.696 -0.493
F -0.921 -1.334 -4.274 -0.386
F -0.408 0.160 -5.956 -0.361
F -1.651 0.814 -4.137 -0.355
F -1.026 -4.978 -1.215 -0.242
F -2.341 -3.940 -2.585 -0.240
O -2.721 -3.251 0.365 -0.676
O -0.442 -2.310 0.216 -0.692
O -2.162 -1.374 -1.143 -0.635
N 3.767 -3.246 2.322 -0.593
N 4.969 3.383 -0.656 -0.643
N -0.904 -2.104 3.476 -0.154
N -1.875 0.307 1.234 1.158
N 1.667 -0.559 -0.500 -0.011
N -1.604 1.706 -0.985 0.571
N -1.990 -0.553 2.265 -1.282
N 5.397 -2.666 -1.746 -0.591
C 4.573 -2.428 -0.971 0.014
C 3.587 -2.158 0.003 -0.052
C 3.444 3.269 1.194 -0.444
C -3.494 3.568 -1.753 -0.426
C 4.040 2.771 -1.392 -0.535
C 0.784 -2.543 5.250 -1.204
C 2.538 -1.284 -0.272 0.360
C 2.470 2.646 0.412 0.227
C -4.285 0.718 1.463 -2.006
C 0.252 -2.897 3.870 -0.411
C -3.760 2.687 -0.717 -0.942
C -2.262 3.525 -2.375 -1.081
C -2.946 0.888 0.827 0.415
C 4.655 3.612 0.619 -0.283
C -2.782 1.776 -0.340 0.625
C -1.350 2.566 -1.962 -0.220
C -1.307 -3.773 -1.750 0.492
C 3.675 -2.754 1.280 0.118
C 2.795 2.384 -0.917 -0.171
C -0.838 -0.940 2.775 0.036
H 3.252 3.485 2.237 0.364
H 1.120 -1.507 5.269 0.249
H -1.756 -2.608 3.272 0.310
H -0.386 2.475 -2.444 0.313
H -0.067 -3.940 3.849 0.469
H 4.296 2.571 -2.427 0.386
H -2.008 4.185 -3.192 0.460
H -4.556 1.591 2.066 0.311
H 1.636 -3.181 5.496 0.378
H -5.052 0.585 0.698 0.424
H -4.246 4.283 -2.065 0.391
H 0.011 -2.672 6.011 0.333
H 5.418 4.100 1.220 0.327
H 1.043 -2.796 3.125 0.166
H -4.261 -0.155 2.110 0.412
H 2.104 1.879 -1.578 0.452
H -4.706 2.712 -0.195 0.433
```

Its energy above the lowest of the compared OMol25 structures with the same formula, charge and spin is 96.4 kJ/mol. As for the charge: -2. The multiplicity is 6. The largest force on an atom comes out at 0.62 eV/A. The gap between HOMO and LUMO (alpha / beta) is 6.861 / 6.251 eV.


2 unconnected molecules or ions with the total composition C2H7NO3 in a non-equilibrium geometry. Source: the OMol25 dataset; level of theory: ωB97M-V with the def2-TZVPD basis set.

Geometry as XYZ:
```
13
Properties=species:S:1:pos:R:3:mulliken_charge:R:1
O 1.809 1.001 -0.227 -0.443
O 1.860 -0.946 0.919 -0.456
O -0.903 -0.309 1.026 -0.632
N -1.400 0.770 -1.108 -0.460
C -1.145 -0.435 -0.448 -0.360
C 2.424 0.131 0.297 0.175
H -0.726 1.483 -0.883 0.231
H 0.926 -0.708 1.149 0.411
H -0.214 -0.857 -0.817 0.306
H -2.355 1.081 -1.129 0.217
H -1.981 -1.132 -0.539 0.377
H -1.788 -0.073 1.326 0.289
H 3.495 -0.006 0.434 0.346
```

Its energy above the lowest of the compared OMol25 structures with the same formula, charge and spin is 92.9 kJ/mol. As for the SMILES: O=CO.NCO. As for the charge: 0. The largest force on an atom comes out at 2.22 eV/A. The gap between HOMO and LUMO is 10.550 eV.